Computed, not measured: 2 unconnected molecules or ions with the total composition C5H6N2, with ωB97M-V/def2-TZVPD.

Values from the calculation:
- Highest occupied orbital energy: -8.53 eV
- ΔE to the lowest compared entry with this formula, charge and spin: 4.4246 eV
- Gap between HOMO and LUMO: 0.3343 hartree
- E: -303.4735 a.u.

```
! RIJCOSX wB97M-V def2-TZVPD def2/J DEFGRID3
* xyz 0 1
C -1.37 -0.23 -0.47
C 0.30 1.36 0.27
C 2.74 -0.76 -0.04
C 1.03 2.36 -0.11
C -1.95 -1.43 -0.03
N -0.62 0.53 0.38
N 2.16 -1.62 0.51
H -1.57 0.24 -1.47
H 0.32 3.19 -0.24
H 2.02 2.31 0.23
H -2.71 -1.83 -0.71
H -1.82 -1.75 1.03
H 1.48 -2.37 0.65
*
```

Atomic partial charges in e from the Löwdin method, atoms 1 to 6:
1. C -0.225
2. C -0.199
3. C -0.062
4. C -0.001
5. C 0.006
6. N 0.043